Here is 2 unconnected molecules or ions with the total composition C5H14O2 in a non-equilibrium geometry from the Open Molecules 2025 dataset. Energies are from ωB97M-V/def2-TZVPD.

Values from the calculation:
Multiplicity: 1
Calculated total energy: -9506.0878 eV
Energy relative to the best compared isomer or geometry (same formula, charge and spin): 88.0 kJ/mol
HOMO energy: -10.27 eV
SMILES: CC(C)CCO.O
HOMO-LUMO gap: 11.2 eV

Structure (XYZ):
```
21
Properties=species:S:1:pos:R:3:forces:R:3:lowdin_charge:R:1
C -0.94624 -0.01531 2.05336 1.01 0.28 -0.38 -0.067
C -0.65719 -1.00838 0.89453 -0.53 0.20 -0.20 -0.404
C 0.28801 -2.22137 1.02774 0.33 1.64 -0.85 -0.061
C -0.35388 -0.20662 -0.39103 -0.71 0.58 -0.66 -0.181
C -0.57183 -0.92436 -1.71400 1.09 -2.40 0.46 -0.280
O -1.91981 -1.26186 -2.01335 -0.11 0.72 -0.02 -0.055
H -0.41576 -0.22017 2.98408 -0.26 -0.25 0.06 0.070
H -0.62012 0.98148 1.74997 0.20 0.05 0.08 0.061
H -2.01578 0.10294 2.19917 -0.07 -0.30 0.32 0.071
H -1.64365 -1.42323 0.70812 -0.18 -0.33 -0.21 0.114
H 1.31272 -1.89691 0.80681 0.06 -0.01 0.41 0.080
H 0.02372 -2.78145 0.13589 0.05 -0.95 0.44 0.055
H 0.27562 -2.75452 1.96658 -0.31 -0.29 0.04 0.071
H -1.03167 0.65042 -0.36417 0.01 0.14 -0.15 0.111
H 0.64763 0.21879 -0.49490 0.22 -0.12 0.66 0.121
H 0.00118 -0.54242 -2.55781 -0.66 1.06 -0.19 0.112
H -0.01398 -1.87659 -1.62956 -0.16 0.01 0.18 0.101
H -2.00564 -2.21387 -2.06495 0.04 -0.03 -0.01 0.080
O 3.28447 5.42008 -1.18392 0.33 -0.06 -0.15 -0.055
H 2.50699 5.79426 -0.77738 -0.40 0.09 0.20 0.023
H 3.85521 6.17907 -1.33517 0.08 -0.03 -0.04 0.032
```
Positions in Å, forces in eV/Å.